[1]
{"formula": "C3H9NO3", "method": "wB97M-V/def2-TZVPD", "symbols": ["C", "C", "N", "C", "O", "O", "H", "H", "H", "H", "H", "H", "H", "O", "H", "H"], "xyz": [[1.3192, 1.4885, 0.9802], [0.6285, 0.1445, 0.8727], [-0.7765, 0.2125, 0.5077], [1.3838, -0.6228, -0.2211], [2.1883, -1.5044, -0.0031], [1.1119, -0.1631, -1.4508], [2.3226, 1.4870, 1.4182], [1.4217, 1.9487, -0.0019], [0.8310, 2.2689, 1.5726], [0.6989, -0.5567, 1.7025], [-1.3945, -0.0558, 1.2493], [-1.1765, 0.9537, -0.0392], [1.6773, -0.5275, -2.1255], [-4.4960, 0.0211, -0.5497], [-4.1406, -0.8821, -0.6032], [-4.1102, 0.3646, -1.3799]], "lowdin_charge": [-0.0543, -0.3504, 0.0504, -0.5020, 0.0959, 0.1069, 0.0862, 0.0795, 0.0793, 0.1473, 0.0684, 0.0761, 0.1185, -0.0803, 0.0372, 0.0415], "e_above_lowest_kcal_mol": 23.11, "charge": 0, "e_tot_ha": -400.184663, "smiles": "C[C@@H](N)C(=O)O.O", "homo_energy_ev": -9.21, "multiplicity": 1}

=====

[2]
{"formula": "C3H9NO3", "method": "wB97M-V/def2-TZVPD", "symbols": ["N", "C", "O", "C", "C", "O", "H", "H", "H", "H", "H", "H", "H", "O", "H", "H"], "xyz": [[-1.6741, -0.0468, 0.7416], [-0.7180, 0.6602, -0.0480], [-0.9818, 1.8416, -0.0729], [0.1577, -0.1442, -0.9711], [1.1191, -1.1689, -0.5031], [0.6772, -2.5555, -0.6709], [-2.3526, 0.4522, 1.1901], [-1.5129, -0.9431, 0.8482], [-0.5931, -0.6758, -1.6963], [0.6674, 0.5703, -1.8271], [2.0832, -1.0822, -0.9269], [1.1650, -1.4156, 0.5472], [0.8401, -2.7742, -1.5816], [0.9283, 1.6197, 1.2564], [1.7182, 2.0948, 1.6720], [1.3612, 0.7719, 1.6146]], "lowdin_charge": [0.1892, -0.5446, 0.0170, -0.1141, -0.2539, -0.0900, 0.0706, 0.0184, 0.1580, 0.1793, 0.1042, 0.1153, 0.0643, -0.0907, 0.0933, 0.0838], "e_above_lowest_kcal_mol": 79.32, "charge": 0, "e_tot_ha": -400.095086, "smiles": "NC(=O)CCO.O", "homo_energy_ev": -9.36, "multiplicity": 1}

=====

[3]
{"formula": "C3H9NO3", "method": "wB97M-V/def2-TZVPD", "symbols": ["C", "C", "O", "N", "C", "O", "H", "H", "H", "H", "H", "H", "H", "O", "H", "H"], "xyz": [[-0.9610, 0.2233, 1.2550], [-1.1435, 0.9903, 0.0274], [-2.0597, 1.6876, -0.2203], [-0.0479, 1.2966, -0.8194], [1.2508, 0.6646, -0.6126], [1.4315, -0.5789, -1.2002], [-1.2709, -0.8228, 0.9439], [-1.7660, 0.7308, 1.9673], [0.0473, 0.2465, 1.6525], [-0.0874, 2.1656, -1.3197], [1.4980, 0.5156, 0.4776], [1.9306, 1.4412, -1.0855], [1.1880, -0.6339, -2.1092], [0.9970, -3.3741, 1.2583], [0.0458, -3.4803, 1.3061], [0.9223, -2.3851, 1.1814]], "lowdin_charge": [-0.0038, -0.5754, 0.0788, 0.0626, -0.2996, -0.0276, 0.1107, 0.1463, 0.0601, 0.1290, 0.1209, 0.1352, 0.0791, -0.0698, 0.0202, 0.0334], "e_above_lowest_kcal_mol": 45.06, "charge": 0, "e_tot_ha": -400.149676, "smiles": "CC(=O)NCO.O", "homo_energy_ev": -9.93, "multiplicity": 1}

=====

[4]
{"formula": "C3H9NO3", "method": "wB97M-V/def2-TZVPD", "symbols": ["N", "C", "O", "C", "C", "O", "H", "H", "H", "H", "H", "H", "H", "O", "H", "H"], "xyz": [[-0.4851, 0.2153, 1.6841], [-0.3937, 1.2880, 0.8491], [0.0436, 2.3548, 1.2374], [-0.7528, 1.0513, -0.5965], [0.4845, 0.5737, -1.3673], [0.1631, 0.1187, -2.6622], [-0.2353, 0.4451, 2.6305], [-1.0303, -0.6043, 1.5023], [-1.4845, 0.2886, -0.6672], [-1.0835, 1.9785, -1.0608], [1.2062, 1.3987, -1.4187], [0.9873, -0.2471, -0.8557], [-0.5189, 0.6785, -3.0364], [0.7016, -4.2738, 0.8803], [1.4928, -4.6659, 0.4843], [0.9405, -4.3101, 1.8168]], "lowdin_charge": [0.1654, -0.5578, 0.0508, -0.1011, -0.2614, -0.0592, 0.1070, 0.1012, 0.1032, 0.1267, 0.1238, 0.1222, 0.0797, -0.0694, 0.0360, 0.0327], "e_above_lowest_kcal_mol": 20.20, "charge": 0, "e_tot_ha": -400.189302, "smiles": "NC(=O)CCO.O", "homo_energy_ev": -9.81, "multiplicity": 1}

=====

[5]
{"formula": "C3H9NO3", "method": "wB97M-V/def2-TZVPD", "symbols": ["C", "C", "C", "O", "O", "N", "O", "H", "H", "H", "H", "H", "H", "H", "H", "H"], "xyz": [[1.6550, -0.2676, 0.6631], [0.8619, -0.5489, -0.6063], [-0.8301, -0.2996, -0.4515], [-1.3868, -0.7880, -1.6051], [-1.2519, -0.9836, 0.6426], [-1.0280, 1.1372, -0.3969], [-1.1770, 1.5468, 0.9452], [1.7422, 0.8032, 0.8538], [2.6644, -0.6730, 0.5911], [1.1864, -0.7456, 1.5235], [1.3067, -0.0729, -1.4843], [0.8874, -1.6162, -0.8281], [-2.0955, -0.1991, -1.8980], [-1.8897, -0.4433, 1.1359], [-0.0166, 1.3247, -0.7751], [-0.6285, 1.8260, 1.6900]], "lowdin_charge": [-0.1131, -0.1449, -0.6645, 0.0520, 0.0591, 0.0136, -0.1039, 0.0633, 0.0708, 0.0735, 0.1044, 0.1019, 0.1098, 0.1135, 0.1530, 0.1116], "e_above_lowest_kcal_mol": 97.09, "charge": 0, "e_tot_ha": -400.066764, "smiles": "CCC(O)(O)NO", "homo_energy_ev": -9.42, "multiplicity": 1}

=====

[6]
{"formula": "C3H9NO3", "method": "wB97M-V/def2-TZVPD", "symbols": ["C", "N", "C", "C", "O", "O", "H", "H", "H", "H", "H", "H", "H", "O", "H", "H"], "xyz": [[0.8341, 2.0515, -0.5643], [1.7132, 1.0024, -0.0929], [1.5118, -0.3175, -0.6558], [0.0408, -0.7061, -0.8196], [-0.7803, -0.6102, 0.0460], [-0.2095, -1.3039, -1.9985], [0.9121, 2.9048, 0.0977], [-0.2354, 1.7957, -0.6115], [1.1025, 2.3655, -1.5818], [1.6823, 0.9799, 0.9132], [1.8508, -1.0627, 0.0624], [2.0641, -0.3943, -1.5891], [-1.1792, -1.3266, -2.0730], [-2.5223, -0.3968, 3.3453], [-3.4259, -0.1167, 3.1768], [-2.3477, -0.2266, 4.2744]], "lowdin_charge": [-0.1336, -0.1112, -0.1395, -0.5427, 0.1099, 0.1022, 0.0777, 0.0733, 0.0823, 0.1021, 0.1321, 0.1186, 0.1286, -0.0566, 0.0295, 0.0272], "e_above_lowest_kcal_mol": 27.93, "charge": 0, "e_tot_ha": -400.176985, "smiles": "CNCC(=O)O.O", "homo_energy_ev": -8.99, "multiplicity": 1}

=====

[7]
{"formula": "C3H9NO3", "method": "wB97M-V/def2-TZVPD", "symbols": ["O", "C", "C", "O", "H", "H", "H", "H", "C", "O", "N", "H", "H", "H", "H", "H"], "xyz": [[-0.8913, -0.9331, 1.1057], [-1.2735, -0.2706, 0.1636], [-1.4277, -0.8680, -1.2056], [-1.1393, -2.2438, -1.1991], [-1.7527, 0.7072, 0.2987], [-0.7620, -0.3478, -1.9085], [-2.4601, -0.7124, -1.5512], [-0.9024, -2.4709, -0.2842], [1.0274, 1.3639, 1.3255], [0.6441, 1.1512, -0.0207], [1.5661, 0.2960, -0.7672], [0.9753, 0.4247, 1.8907], [0.3244, 2.0868, 1.7376], [2.0495, 1.7708, 1.3849], [1.5266, -0.6352, -0.3512], [2.4954, 0.6812, -0.6190]], "lowdin_charge": [0.0253, -0.2655, -0.2295, -0.0584, 0.1300, 0.1194, 0.1282, 0.0779, -0.1147, -0.2986, 0.0644, 0.0806, 0.0944, 0.0872, 0.0822, 0.0772], "e_above_lowest_kcal_mol": 89.05, "charge": 0, "e_tot_ha": -400.079586, "smiles": "O=CCO.CON", "homo_energy_ev": -10.14, "multiplicity": 1}

=====

[8]
{"formula": "C3H9NO3", "method": "wB97M-V/def2-TZVPD", "symbols": ["C", "O", "C", "N", "C", "O", "O", "H", "H", "H", "H", "H", "H", "H", "H", "H"], "xyz": [[-1.6248, -1.2237, -0.0498], [-1.6213, 0.1763, 0.0863], [-0.2105, 0.9677, -0.5017], [0.5073, 0.3809, -1.4948], [0.1385, 0.8298, 0.9228], [1.8118, 0.9305, 0.8621], [2.3048, -0.4044, 0.5769], [-1.0216, -1.7194, 0.7205], [-2.6642, -1.5567, -0.0249], [-1.1965, -1.5519, -1.0094], [-0.6457, 1.9275, -0.7714], [0.1999, 0.5438, -2.4416], [1.0586, -0.4265, -1.2267], [-0.0258, 1.7317, 1.4990], [0.0637, -0.0513, 1.5519], [2.9258, -0.5541, 1.3009]], "lowdin_charge": [-0.1717, -0.2502, -0.2587, 0.1288, -0.0405, -0.2128, -0.1017, 0.0727, 0.0831, 0.0709, 0.1491, 0.1126, 0.0938, 0.1233, 0.1128, 0.0885], "e_above_lowest_kcal_mol": 147.47, "charge": 0, "e_tot_ha": -399.986486, "smiles": "CO[C@H](N)COO", "homo_energy_ev": -9.06, "multiplicity": 1}